42
Properties=species:S:1:pos:R:3:forces:R:3 method="wB97M-V/def2-TZVPD" e_above_lowest_kcal_mol=65.8 e_homo_ha=-0.2378 homo_lumo_gap_ev=3.49 charge=0
C -2.08599 2.72391 1.29238 -0.3 -0.1 -0.5
C -2.00941 4.24366 1.33390 0.5 0.0 -0.2
O -0.61925 4.52672 1.39995 0.4 -0.1 0.2
C 0.08970 3.31985 1.27738 -0.2 -1.0 -0.2
O 1.31481 3.32900 1.37022 -0.8 0.0 -0.3
N -0.75511 2.26170 1.07885 1.7 0.2 0.8
H -2.53272 2.37799 2.23777 0.0 -0.4 -0.3
H -2.65406 2.38831 0.42382 -0.8 -0.1 0.3
H -2.41658 4.65335 0.41137 -0.1 0.4 0.1
H -2.47561 4.65589 2.22367 -0.3 0.2 -0.1
C 0.36852 -0.49496 -0.30302 0.5 -0.6 0.1
C 1.43526 0.07844 -1.09719 0.3 0.2 -0.4
C 1.13666 0.95981 -2.15690 0.1 0.0 0.2
C 2.12100 1.40145 -3.02550 0.1 -0.1 0.1
C 3.44366 0.96786 -2.87896 -0.3 -0.2 0.2
C 3.77095 0.09167 -1.83910 -0.2 0.2 -0.2
C 2.79025 -0.34590 -0.95508 -0.4 0.3 0.1
C 0.59038 -1.12584 0.98380 -0.5 -0.9 0.1
C -0.40145 -2.14833 1.18474 1.1 0.3 1.0
C -0.33423 -3.00567 2.28082 -0.1 0.5 -0.7
C 0.69362 -2.80300 3.21043 0.4 0.5 -0.1
C 1.64479 -1.78281 3.02335 -0.1 -0.3 0.3
C 1.62746 -0.96207 1.89092 -0.4 0.1 0.3
C -1.31999 -2.10417 0.06053 -0.7 0.5 -1.1
C -0.88062 -1.05829 -0.83176 -0.5 -0.8 0.3
C -1.54583 -0.87859 -2.04098 -0.3 0.0 0.5
C -2.70665 -1.62728 -2.28277 -0.3 -0.4 0.1
C -3.13921 -2.63699 -1.40386 0.3 0.5 -0.3
C -2.42544 -2.90163 -0.22851 0.6 0.5 0.1
H 0.12182 1.33633 -2.23221 0.2 0.1 0.0
H 1.86275 2.09096 -3.82333 0.0 -0.1 0.1
H 4.20929 1.30521 -3.57989 -0.2 -0.1 0.3
H 4.80354 -0.24334 -1.73753 -0.3 0.0 0.1
H 3.06605 -1.02875 -0.15710 -0.1 0.0 -0.2
H -1.06226 -3.80711 2.40526 0.2 0.2 0.0
H 0.75188 -3.44560 4.08996 0.0 0.2 -0.2
H 2.40898 -1.61597 3.78570 -0.2 -0.1 -0.3
H 2.35292 -0.17145 1.74768 0.0 0.0 0.2
H -1.20033 -0.14919 -2.76037 -0.1 -0.1 0.0
H -3.29600 -1.43096 -3.18068 0.3 -0.1 0.2
H -4.02094 -3.23765 -1.64183 0.3 0.3 0.0
H -2.72261 -3.70660 0.44407 0.1 0.2 -0.2

---

50
Properties=species:S:1:pos:R:3:forces:R:3 method="wB97M-V/def2-TZVPD" e_above_lowest_kcal_mol=8.2 e_homo_ha=-0.1591 homo_lumo_gap_ev=6.98 charge=-1
Li 0.25714 -0.35599 0.18750 -0.9 0.0 0.1
C -6.01916 -0.08852 -1.62941 0.2 0.0 -0.1
Si -4.27598 0.26669 -2.28979 -0.3 0.0 -0.2
C -4.19891 -0.08482 -4.15593 -0.1 -0.1 0.2
C -4.01607 2.12623 -2.15367 0.1 -0.2 0.1
C -3.14226 -1.01029 -1.48411 0.3 0.2 0.2
C -3.32802 -2.33608 -1.82944 0.0 0.1 -0.1
C -2.51808 -3.34436 -1.30777 -0.1 -0.1 0.0
C -1.47786 -2.95778 -0.49053 0.1 0.0 0.0
N -1.25592 -1.69995 -0.11796 -0.2 0.0 -0.2
C -2.10797 -0.72394 -0.53232 -0.4 -0.4 -0.2
S -1.90159 0.81918 0.15702 0.2 0.5 0.1
H -6.77244 0.54098 -2.10980 0.0 0.0 0.0
H -6.04274 0.11435 -0.55619 0.0 0.0 0.0
H -6.30296 -1.13348 -1.77613 0.0 0.0 0.0
H -4.90413 0.54547 -4.70367 0.0 0.0 0.0
H -4.41895 -1.12752 -4.39770 0.0 0.0 0.0
H -3.19502 0.13568 -4.52583 0.0 0.0 0.0
H -4.77143 2.64248 -2.75753 0.0 -0.1 0.0
H -3.02712 2.41103 -2.51329 0.0 0.0 0.0
H -4.09412 2.46028 -1.12235 0.0 0.0 0.1
H -4.11419 -2.59473 -2.53496 0.0 -0.1 0.0
H -2.68128 -4.38426 -1.55587 0.1 0.0 0.0
H -0.78072 -3.69114 -0.09539 0.0 0.0 -0.1
O 1.93348 -0.35324 0.18520 1.0 0.3 0.4
C 2.77018 0.26778 1.07587 -0.1 -0.3 -0.2
C 3.68546 1.24698 0.33798 -0.3 0.0 -0.2
C 4.25784 2.43083 0.69153 0.1 -0.1 0.0
C 5.04438 2.99612 -0.35374 0.1 0.1 0.1
C 5.04693 2.22589 -1.47252 -0.1 -0.2 -0.1
S 4.06994 0.82231 -1.28377 0.1 0.2 0.1
C 1.97596 0.98197 2.17718 0.0 0.1 -0.2
C 1.57935 0.48190 3.38272 0.0 0.0 0.0
C 0.65318 1.32172 4.06174 0.0 -0.1 0.1
C 0.36250 2.44593 3.35739 0.0 0.1 -0.2
S 1.20759 2.49438 1.86843 0.0 -0.1 0.1
C 3.65962 -0.78655 1.74177 0.2 0.1 0.1
C 3.47931 -2.13147 1.69849 -0.1 0.0 0.0
C 4.46152 -2.85368 2.43550 0.0 0.0 0.0
C 5.37380 -2.03864 3.02511 0.1 0.2 0.0
S 5.05608 -0.38249 2.67645 -0.1 -0.2 0.0
H 4.13802 2.88343 1.66468 0.0 0.0 0.0
H 5.57191 3.93655 -0.26572 0.0 0.0 0.0
H 5.53918 2.41493 -2.41405 0.0 0.0 0.0
H 1.93279 -0.46408 3.76934 0.0 0.0 0.0
H 0.23148 1.08806 5.02964 0.0 0.0 0.0
H -0.31051 3.24969 3.61097 0.0 0.0 0.1
H 2.65939 -2.57044 1.14962 0.0 0.0 0.0
H 4.48220 -3.93202 2.51755 0.0 0.0 0.0
H 6.22823 -2.30536 3.62777 0.0 0.0 0.0

---

19
Properties=species:S:1:pos:R:3:forces:R:3 method="wB97M-V/def2-TZVPD" e_above_lowest_kcal_mol=74.5 multiplicity=2 e_homo_ha="-0.0801 / -0.0796" homo_lumo_gap_ev="5.74 / 5.13" charge=-1 s_squared=0.76
O 1.98081 -3.20884 0.60558 -0.6 0.6 -0.5
C 1.22084 -2.34229 -0.11845 0.8 -1.0 0.7
C 0.36359 -1.37907 0.70021 -0.7 -0.6 0.0
O 1.17020 -0.46817 1.42738 0.1 1.1 0.1
C 0.53820 0.71377 1.75095 -0.5 -0.2 -1.9
H 0.47892 -2.84739 -0.79769 -0.2 0.0 0.0
H 1.81324 -1.68941 -0.81592 0.0 0.1 0.0
H -0.26543 -1.92210 1.43284 0.2 -0.1 -0.2
H -0.33316 -0.87195 0.00587 0.3 0.3 0.2
H 1.22875 1.38574 2.27118 -0.1 -0.1 -0.2
H -0.40435 0.56091 2.30181 0.1 0.2 -0.1
H 0.12298 1.28361 0.48696 0.4 -0.2 1.3
C -0.35086 1.87182 -1.02159 0.5 0.1 0.3
C -1.66395 1.22876 -1.36095 -0.1 -0.3 0.1
H -0.36018 2.95469 -0.85936 -0.1 -0.3 0.1
H 0.49743 1.58112 -1.64872 -0.2 -0.1 0.3
H -2.47150 1.58926 -0.70868 0.2 -0.1 -0.2
H -1.61033 0.13378 -1.24356 0.0 0.4 -0.1
H -1.95522 1.42576 -2.40786 0.0 0.0 0.2

---

59
Properties=species:S:1:pos:R:3:forces:R:3 method="wB97M-V/def2-TZVPD" e_above_lowest_kcal_mol=5.9 smiles="CCN1CCC[C@@H]1CN1C[C@H](C(=O)Nc2ccc(Br)cc2NC(C)C)CC1=O" e_homo_ha=-0.2990 homo_lumo_gap_ev=8.43 charge=0
C 5.01369 5.56963 -2.10103 0.0 0.1 -0.1
C 3.57343 5.14799 -1.84048 0.3 0.0 0.0
N 3.40162 4.62710 -0.49188 -0.1 -0.1 -0.1
C 3.49049 5.66242 0.53374 0.5 0.0 0.0
C 2.93247 4.99566 1.78604 0.1 0.0 0.0
C 1.92686 3.95915 1.24741 -0.1 0.4 0.1
C 2.09257 4.01378 -0.27566 -0.5 -0.1 0.0
C 1.99978 2.64290 -0.93869 0.3 0.0 -0.2
N 0.80369 1.87827 -0.63045 0.3 0.1 0.3
C 0.81603 0.43626 -0.83740 0.0 0.5 -0.2
C -0.55001 -0.01122 -0.30337 0.0 -0.5 -0.2
C -1.05092 -1.21969 -1.09006 0.1 0.5 -0.4
O -1.23303 -1.14037 -2.28887 0.0 -0.1 0.0
N -1.24038 -2.34905 -0.36293 -0.2 -0.2 0.6
C -1.61361 -3.63122 -0.82115 0.1 -0.1 -0.5
C -1.34814 -4.05147 -2.11834 0.0 -0.1 0.1
C -1.63622 -5.34864 -2.51367 -0.1 -0.2 -0.1
C -2.18307 -6.22935 -1.59867 0.1 0.3 0.0
Br -2.56781 -8.01098 -2.11899 0.0 0.1 0.0
C -2.47346 -5.82153 -0.30799 0.0 -0.3 -0.1
C -2.21267 -4.51363 0.09247 -0.3 0.1 0.2
N -2.51672 -4.06951 1.37460 0.6 0.0 0.0
C -3.14346 -4.90906 2.37755 -0.3 0.0 0.1
C -4.63357 -5.11921 2.10718 -0.1 -0.1 0.0
C -2.91564 -4.29698 3.75183 0.1 0.0 0.1
C -1.42506 1.22577 -0.47339 -0.1 0.3 0.6
C -0.44698 2.39305 -0.53510 -0.3 -0.3 -0.1
O -0.76457 3.56306 -0.50122 0.0 0.1 0.0
H 5.14568 5.86480 -3.14312 0.0 0.0 0.0
H 5.30616 6.41627 -1.47945 0.0 0.0 0.0
H 5.69603 4.74546 -1.89294 0.0 0.0 0.0
H 2.88915 5.99302 -2.01988 0.0 0.0 0.0
H 3.30566 4.37182 -2.55867 0.0 0.0 0.0
H 4.52852 5.97721 0.65964 0.0 0.0 0.0
H 2.92139 6.56503 0.25546 -0.2 -0.1 0.0
H 3.73962 4.51790 2.34130 0.0 0.0 0.0
H 2.46548 5.72042 2.45168 0.0 0.0 0.0
H 2.11809 2.96329 1.64816 0.0 0.0 0.0
H 0.91050 4.24712 1.51242 0.0 -0.2 0.0
H 1.29457 4.64391 -0.69281 0.1 0.1 0.0
H 2.07522 2.74985 -2.02731 0.0 0.0 0.0
H 2.86604 2.05831 -0.61551 0.0 0.0 0.0
H 0.90660 0.24827 -1.91234 0.0 -0.3 0.0
H 1.65136 -0.03308 -0.31787 0.0 0.0 0.0
H -0.45098 -0.27798 0.75135 0.0 0.2 0.0
H -1.09407 -2.28096 0.63211 0.2 0.0 0.0
H -0.89992 -3.37941 -2.83266 0.0 0.1 0.1
H -1.42415 -5.67148 -3.52291 0.0 0.0 0.0
H -2.92214 -6.53365 0.36866 0.0 0.1 0.0
H -2.73547 -3.09064 1.45313 -0.2 0.0 0.0
H -2.64327 -5.87971 2.36735 0.1 0.0 -0.1
H -5.07797 -5.78324 2.85128 0.0 0.0 0.0
H -5.17144 -4.16917 2.14139 0.1 0.0 0.0
H -4.80750 -5.56024 1.12520 0.0 0.0 0.0
H -3.33677 -4.93185 4.53097 -0.1 0.0 0.0
H -1.85067 -4.18003 3.95609 0.0 0.0 0.0
H -3.38696 -3.31377 3.83304 0.0 0.0 0.0
H -2.03966 1.20941 -1.37157 0.1 -0.1 -0.1
H -2.07442 1.40002 0.38635 -0.1 -0.1 -0.1

---

29
Properties=species:S:1:pos:R:3:forces:R:3 method="wB97M-V/def2-TZVPD" e_above_lowest_kcal_mol=79.3 multiplicity=3 e_homo_ha="-0.1747 / -0.3312" homo_lumo_gap_ev="4.71 / 4.27" charge=0 s_squared=2.02
C -4.73111 -1.03961 -0.61146 3.5 1.8 2.1
C -3.20293 1.97359 0.19772 -0.5 -1.5 0.3
C -2.34341 -1.05777 -0.11714 4.7 -1.4 -0.1
C -3.55326 -0.58683 -0.02918 -6.1 0.5 -0.2
C 4.91047 0.49081 -0.57617 -0.8 -1.0 0.4
C -1.07865 -0.48148 0.38608 -0.7 1.7 -0.3
C 0.10648 -0.87129 -0.47078 1.8 1.7 -1.0
C 1.46371 -0.67118 0.27956 0.8 -2.0 -2.7
C 2.63656 -0.47986 -0.76432 -0.3 0.7 -1.5
C -3.98426 0.95219 0.82422 0.1 0.2 2.0
N -5.66124 -1.05360 -1.27169 -3.7 -0.8 -2.0
N -2.61966 2.82616 -0.25705 1.3 2.0 -1.1
N -5.30654 1.37351 0.82460 -0.3 -1.6 -1.8
O 3.58914 0.29441 -0.08461 1.6 0.1 0.9
H -2.26197 -2.02574 -0.63637 -0.3 0.4 0.0
H 5.00400 1.18745 -1.36513 -0.4 0.5 -1.4
H 5.48502 -0.40360 -0.73925 -0.3 -1.0 -0.8
H 5.53106 0.90069 0.16168 0.2 1.0 1.8
H -1.00986 -0.69622 1.45427 0.8 -0.2 0.2
H -1.17314 0.65824 0.33349 0.3 -1.3 0.1
H 0.14109 -0.22886 -1.52800 -0.4 -1.9 2.7
H 0.17158 -1.93974 -0.63597 -0.8 -0.2 -0.8
H 1.51746 0.21080 0.87049 -0.1 0.4 0.9
H 1.65723 -1.65337 0.77062 -0.1 1.1 0.5
H 2.22294 0.22702 -1.53852 0.2 -0.9 0.1
H 3.11622 -1.37748 -1.36469 -1.1 1.3 1.6
H -3.62937 0.77731 1.87218 -0.1 -0.2 -0.9
H -5.59937 1.53798 -0.20254 -0.3 -0.1 2.4
H -5.96809 0.91008 1.50242 0.8 0.6 -1.4

---

94
Properties=species:S:1:pos:R:3:forces:R:3 method="wB97M-V/def2-TZVPD" e_homo_ha=-0.1873 homo_lumo_gap_ev=5.62 charge=-1
C -0.86053 1.03565 -0.07122 -0.6 0.1 0.5
C -0.50173 -0.47255 -0.29971 -1.1 0.3 0.1
O 0.19413 -0.75289 -1.50186 0.6 -0.5 0.8
C 1.61784 -0.53377 -1.39379 0.4 -0.7 0.3
P 2.05585 1.03330 -2.39430 -2.8 0.2 0.4
O 1.60439 0.22357 -3.96076 2.9 -1.1 -0.3
C 2.58419 -0.58551 -4.33913 -4.0 1.3 0.2
N 3.11894 -1.49395 -4.78654 1.5 -1.1 -0.6
O 3.70596 0.67182 -2.68457 0.2 2.2 0.9
C 4.34354 1.80862 -2.07121 1.1 0.3 0.5
C 3.76410 1.74598 -0.57431 0.7 0.7 -1.5
N 4.35338 0.45107 -0.12240 -0.7 0.0 0.9
C 4.10375 2.92906 0.38627 -0.8 0.5 -0.5
C 3.34385 2.84999 1.76158 0.8 0.3 0.6
C 3.93200 1.80789 2.77983 0.0 0.1 0.3
O 2.92331 1.37644 3.76637 0.3 -0.9 -0.5
C 2.93001 -0.02949 3.82920 -0.5 0.1 -1.5
C 2.15069 -0.79141 2.70245 0.2 0.8 0.6
O 3.52321 -0.61686 4.67087 0.3 -0.1 0.8
O 2.35421 1.74879 -0.80727 2.1 0.3 0.2
H -1.84517 1.05883 0.47193 0.8 0.0 -0.3
H -1.01158 1.60864 -1.01392 0.3 -0.7 0.6
H -0.14217 1.59047 0.57564 -0.2 -0.4 -0.7
H -0.00485 -0.87018 0.62056 -0.1 0.1 -0.8
H -1.47848 -1.02207 -0.37345 0.8 0.3 -0.1
H 2.22114 -1.44405 -1.65610 -0.8 0.5 -0.2
H 1.83859 -0.33108 -0.31892 -0.1 -0.1 -0.9
H 0.63922 1.33576 -2.36764 0.3 0.0 0.5
H 2.15685 2.28995 -3.08213 0.7 -0.1 0.0
H 5.46321 1.75160 -2.13425 -0.9 -0.6 0.3
H 4.15848 2.78892 -2.59073 -0.5 -0.8 0.4
H 3.75014 0.00164 0.56628 0.1 0.2 -0.3
H 5.24644 0.61931 0.34460 -0.3 0.1 -0.2
H 5.20615 3.10810 0.49871 -0.8 -0.5 0.1
H 3.72348 3.85119 -0.13005 0.3 -0.7 0.4
H 2.24805 2.69966 1.65502 0.8 -0.2 -0.3
H 3.46830 3.85603 2.24424 -0.2 -0.8 -0.3
H 4.76784 2.24290 3.38441 -0.6 -0.2 -0.6
H 4.32859 0.87838 2.32089 -0.2 0.8 0.0
H 2.85006 -1.29410 1.98995 -0.5 0.5 0.6
H 1.51053 -0.04763 2.18322 0.3 -0.8 0.1
H 1.57030 -1.60321 3.19268 0.3 0.6 -0.4
O 1.12298 -3.96675 1.35011 3.1 2.8 -1.5
P 1.97311 -4.83417 0.42721 -5.2 -7.2 1.6
O 0.70495 -5.38531 -0.48391 0.2 0.8 -0.5
C 0.17059 -4.49811 -1.47431 -0.2 0.2 -0.3
C 1.12418 -4.30516 -2.63860 0.1 0.0 0.1
O 2.08451 -6.08579 1.50797 1.1 0.4 0.1
C 1.88168 -5.91438 2.90430 -0.2 -0.1 0.2
C 0.44986 -6.24584 3.27655 -0.2 0.0 -0.1
O 2.99925 -5.68974 -0.59619 0.8 3.3 0.2
C 3.36261 -7.05941 -0.44718 0.7 -0.6 0.2
C 2.22361 -8.01929 -0.71936 -0.4 0.1 0.1
H -0.07851 -3.53549 -1.01689 0.0 0.0 0.0
H -0.75921 -4.94495 -1.83281 0.0 -0.1 0.2
H 2.03027 -3.77906 -2.32359 0.0 0.1 -0.1
H 0.65464 -3.71981 -3.43011 0.0 0.1 0.1
H 1.43689 -5.26824 -3.04750 -0.1 0.0 0.0
H 2.16621 -4.91357 3.22981 -0.1 0.0 -0.1
H 2.55529 -6.61126 3.41277 0.0 0.0 -0.2
H -0.26277 -5.64908 2.70477 0.1 0.1 0.0
H 0.27479 -6.07283 4.34037 0.0 0.0 0.0
H 0.23310 -7.29273 3.05112 0.1 0.0 0.1
H 3.82463 -7.23699 0.52402 -0.2 0.0 0.0
H 4.14841 -7.23998 -1.18649 -0.1 0.3 -0.1
H 1.41760 -7.91905 0.00667 0.1 0.0 0.0
H 2.58571 -9.04967 -0.67879 0.1 0.1 0.0
H 1.79268 -7.83538 -1.70508 0.1 0.0 0.0
O -4.21333 3.01486 0.96462 0.9 2.3 3.3
P -4.76470 4.37481 0.60703 -2.7 -2.1 -7.7
O -6.35617 3.96224 0.40302 0.2 0.3 0.8
C -7.13158 3.71901 1.57176 -0.2 -0.1 0.1
C -7.40704 4.99577 2.34669 0.1 0.1 0.0
O -4.24740 4.37291 -0.95586 0.3 0.7 0.7
C -3.23218 3.48854 -1.43405 0.1 -0.4 -0.3
C -3.85559 2.25642 -2.05729 -0.2 -0.1 0.0
O -5.14959 6.00103 0.45125 1.2 -1.0 3.0
C -5.21707 6.71578 -0.78218 0.3 0.7 -0.6
C -6.38658 6.30880 -1.65268 -0.2 -0.4 0.1
H -6.62800 2.98194 2.20582 0.0 0.0 0.0
H -8.07594 3.28147 1.24223 0.1 0.0 -0.1
H -6.48405 5.40986 2.76354 0.0 0.0 0.0
H -8.09536 4.80580 3.17265 0.0 0.0 0.0
H -7.83679 5.75900 1.69599 0.0 -0.1 0.0
H -2.52175 3.23420 -0.64946 -0.2 0.0 0.1
H -2.66986 4.03071 -2.19921 -0.1 0.1 0.1
H -4.51984 1.74380 -1.35852 0.2 0.0 0.1
H -3.08600 1.55537 -2.38428 0.0 0.0 0.0
H -4.46510 2.53617 -2.92006 0.1 0.0 0.0
H -4.26957 6.65938 -1.31710 -0.1 -0.2 0.0
H -5.34114 7.76786 -0.50910 0.0 -0.1 0.3
H -6.30708 5.27699 -1.99307 0.1 0.0 0.0
H -6.43630 6.95030 -2.53553 0.1 0.1 0.1
H -7.32527 6.39419 -1.10146 0.0 0.1 0.0

---

DFT total energy
In order: -28671.903, -77083.411, -9470.331, -102379.557, -17121.416, -84203.555
Unit: eV